Molecular formula: C13H29N2O6RuSe2
Method: DFT, ωB97M-V/def2-TZVPD

Geometry (Å):
Ru: -0.331825 0.208650 -0.507108
C: -2.572330 -2.622122 0.623065
Se: -2.427814 -1.143320 -0.631451
C: -2.157274 -2.251646 -2.189721
C: -0.901380 -3.093273 -2.141619
Se: 0.662381 -2.008493 -1.767031
C: 1.461773 -3.155188 -0.419375
H: -3.343518 -3.300553 0.259816
H: -2.855937 -2.212885 1.586769
H: -1.622725 -3.139055 0.730392
H: -2.131422 -1.547709 -3.018394
H: -3.039368 -2.889866 -2.272926
H: -0.751701 -3.589286 -3.099905
H: -0.949989 -3.857853 -1.366718
H: 1.841706 -4.066320 -0.876070
H: 0.736877 -3.394135 0.355719
H: 2.280297 -2.584497 0.014714
C: 5.112386 -0.166840 -0.937459
O: 4.368154 0.850862 -1.616156
C: 3.045336 0.828298 -1.372855
O: 2.491621 0.031604 -0.649005
N: 2.424900 1.830133 -2.039135
N: 1.021169 1.861524 -2.034639
H: 6.156720 0.100482 -1.065084
H: 4.915138 -1.139717 -1.386625
H: 4.848920 -0.193772 0.117345
H: 2.937440 2.302829 -2.765238
H: 0.611927 1.254091 -2.768069
H: 0.726170 2.818918 -2.160106
C: 0.132394 -1.907484 2.885851
O: -0.810444 -1.072983 2.221033
C: -0.320557 0.140814 1.804194
O: 0.881455 0.375555 1.886519
H: -0.329362 -2.891467 2.952549
H: 0.335965 -1.532685 3.889821
H: 1.071289 -1.964989 2.339209
O: -1.412260 0.528665 -2.122942
O: -0.647070 0.099650 -3.175356
C: -1.315246 3.241508 -0.027984
C: -1.321130 2.549908 1.334800
C: -0.148062 3.084266 2.157707
C: -2.633178 2.937783 2.040253
C: -1.328440 1.016123 1.232080
H: -1.565762 4.298134 0.097399
H: -2.031470 2.793775 -0.719045
H: -0.327362 3.182368 -0.474650
H: -0.211928 4.174450 2.202460
H: 0.809667 2.805149 1.719926
H: -0.165604 2.698833 3.178910
H: -2.686305 4.019042 2.187171
H: -2.709822 2.458394 3.018921
H: -3.497369 2.633514 1.444950
H: -2.327038 0.600803 1.323105

Cartesian forces, eV/Å:
-1.34 -0.93 -1.78
0.01 -0.09 0.11
0.18 0.22 0.34
-0.07 -0.12 -0.19
-0.11 -0.05 0.06
0.55 0.42 0.05
0.01 -0.12 0.04
0.01 0.01 -0.03
-0.04 -0.02 0.00
0.00 -0.03 -0.01
0.08 0.01 -0.02
-0.03 0.05 0.02
0.00 0.01 -0.01
-0.03 -0.01 -0.01
0.01 -0.01 0.03
0.00 -0.02 0.01
0.00 0.01 -0.02
0.00 0.03 -0.03
0.01 -0.01 0.05
-0.08 0.17 -0.04
0.27 -0.12 0.16
0.02 0.04 -0.01
0.25 -0.23 0.40
0.00 -0.01 -0.01
-0.01 -0.01 0.01
0.01 0.00 0.01
0.01 -0.07 -0.10
-0.20 -0.02 -0.19
-0.09 0.03 0.15
0.03 -0.09 -0.02
-0.04 0.19 0.38
-0.28 0.18 0.90
0.06 -0.06 -0.53
-0.01 0.02 0.00
0.01 0.03 -0.01
0.00 0.00 -0.03
-0.30 0.75 1.00
0.71 -0.28 -0.37
-0.09 0.00 -0.06
-0.23 0.03 0.52
0.05 0.03 -0.01
0.05 0.00 0.07
0.61 0.00 -0.94
0.01 0.00 0.00
-0.01 -0.01 0.01
0.04 0.00 -0.02
0.01 0.00 0.02
-0.02 0.03 -0.02
-0.02 -0.01 0.00
0.01 -0.01 -0.01
0.01 -0.01 0.00
0.00 0.00 -0.01
-0.03 0.06 0.12

Its energy relative to the best compared isomer or geometry (same formula, charge and spin) is 195.2 kJ/mol. Its HOMO-LUMO gap (spin up / spin down) is 7.28 / 7.16 eV. Its expectation value of S² is 0.82. For the highest occupied orbital energy (spin up / spin down), the calculation gives -7.0 / -6.9 eV. Its multiplicity is 2.


Molecular formula: C24H31NO4S
Method: DFT, ωB97M-V/def2-TZVPD

Geometry (Å):
C: 4.144197 2.124730 -1.709866
H: 3.429920 1.742743 -2.411364
H: 4.345497 3.294483 -1.896072
H: 5.076749 1.615099 -2.118730
S: 3.842552 1.484470 -0.216390
C: 2.448769 2.746922 0.463685
H: 2.373009 2.638404 1.665580
C: 1.133838 2.510049 -0.319699
H: 0.338118 3.167202 0.135788
H: 1.216701 2.597948 -1.288024
C: 0.723195 1.230601 0.095996
N: -0.729994 0.895711 -0.276706
C: -1.418257 0.040311 0.627779
O: -1.030836 0.030217 1.893173
C: -2.893337 -0.062339 0.180211
C: -3.323189 0.405831 -0.969076
C: -4.683479 -0.062565 -1.328856
C: -5.657899 0.732877 -0.276199
C: -5.152417 0.402863 0.978839
C: -5.484360 -1.169680 1.241963
C: -4.603830 -1.905344 0.004034
C: -5.039791 -1.317354 -1.150809
H: -4.300656 -1.796210 -1.994016
H: -6.025426 -1.608163 -1.354606
C: -3.098595 -1.395420 0.143955
H: -2.733306 -1.890315 1.372176
H: -2.435760 -2.248904 -0.340680
H: -4.658211 -2.824408 0.119864
H: -6.579991 -1.502833 1.042446
H: -5.170148 -1.608454 2.198241
C: -3.787378 0.748717 1.284090
H: -3.550359 0.278722 2.208346
H: -3.620532 1.760424 1.309348
H: -5.919267 0.661840 1.760059
H: -5.528512 1.804167 -0.413045
H: -6.624913 0.761098 -0.536305
H: -4.947392 0.459271 -2.559172
H: -3.114807 1.539919 -0.906498
H: -2.647843 -0.009803 -1.831528
H: -1.056156 1.092288 -1.021374
C: 1.621500 0.017356 -0.702235
O: 1.511700 0.366230 -1.809242
O: 1.795766 -1.072120 -0.213811
C: 2.450278 -2.188061 -1.003335
C: 3.919966 -1.880754 -1.206932
O: 4.729395 -2.334386 -2.174034
C: 4.841484 -1.563100 0.088501
C: 4.361771 -1.624347 1.374189
C: 5.000976 -0.895967 2.288641
C: 6.111221 -0.406397 2.228777
C: 6.807091 -0.411787 0.854370
C: 6.071468 -0.910349 -0.208159
H: 6.633980 -0.892578 -1.259301
H: 7.838426 -0.148046 0.834541
H: 6.929367 -0.150728 3.125639
H: 4.602848 -0.909687 3.599424
H: 3.222715 -1.940141 1.448996
H: 2.166008 -2.991405 -0.496880
H: 2.121227 -1.930376 -2.026063
H: 1.118064 0.736910 1.409217
H: 2.888826 3.764615 0.041145

Cartesian forces, eV/Å:
2.48 2.43 -4.62
-0.88 0.37 -0.68
-0.63 -2.51 0.83
-0.72 0.65 0.75
-1.48 0.64 5.21
2.09 1.24 -0.92
0.21 0.38 -3.19
0.11 1.99 7.46
0.85 0.08 -0.79
0.49 0.67 -5.19
-0.03 -8.26 3.60
7.53 -5.18 15.66
1.47 6.17 3.71
-1.76 -1.67 -5.76
3.71 1.58 8.68
1.55 4.58 -9.91
-3.17 12.84 -2.79
3.85 2.62 -4.57
-5.04 -3.90 5.82
1.28 -1.53 -3.03
2.60 8.73 6.39
0.84 -8.07 -6.86
-1.85 -0.26 0.98
-1.64 0.06 -0.89
-0.99 -12.85 6.23
-1.18 1.48 -3.09
-0.83 2.66 -0.20
-0.49 -8.59 0.59
1.62 1.13 0.40
0.03 0.54 -0.13
1.59 -4.14 -0.30
0.47 0.06 1.00
0.82 2.45 -0.26
1.02 1.35 -0.20
0.83 0.62 -0.23
-3.91 -1.50 -0.41
0.70 -1.81 3.70
-1.18 -1.21 -1.14
-0.75 0.76 0.98
-4.97 3.04 -12.53
-4.88 8.28 1.11
1.53 -0.51 -6.80
2.34 -6.87 3.47
0.67 6.98 -3.91
7.90 -4.44 -0.06
-5.89 2.72 3.84
-1.45 1.24 -2.76
-4.99 -0.96 -3.56
-8.90 -3.50 9.55
14.82 4.58 -2.55
-2.75 -0.84 2.64
2.60 -0.06 -0.88
-1.93 -0.25 2.25
0.45 0.49 -0.40
-2.94 -0.26 -2.27
0.55 -0.15 -4.17
2.75 0.45 0.43
-0.81 -3.75 1.58
-0.82 -1.34 0.23
-2.21 2.41 -3.62
-0.67 -1.87 1.59

Its energy relative to the best compared isomer or geometry (same formula, charge and spin) is 2096.6 kJ/mol. Its HOMO-LUMO gap is 7.59 eV. For the highest occupied orbital energy, the calculation gives -8.2 eV. Its multiplicity is 1.